Molecular formula: C58H172N32O22
Method: DFT, ωB97M-V with the def2-TZVPD basis set

Calculated values
* HOMO energy: -8.7 eV
* multiplicity: 1
* lowest unoccupied orbital energy: -0.06 eV
* total charge: 0

The geometry in XYZ format:
```
284
Properties=species:S:1:pos:R:3:forces:R:3
O -7.1989 -7.0815 -1.7790 0.9 0.6 -0.4
O -14.1812 -7.9965 3.7220 0.9 -1.2 -1.3
O -14.2354 3.4189 -1.9024 0.7 -1.9 -0.2
O -12.4320 -0.2806 0.7373 6.5 1.2 1.1
O -14.4942 -0.0197 4.3532 -0.7 -0.1 0.0
O -13.7408 -3.2903 7.6798 0.9 0.6 0.6
O -9.7908 -2.3502 4.4108 2.8 1.5 8.2
O -11.2923 -6.7223 -6.1962 1.2 0.3 0.4
O -8.7876 1.9057 -0.5684 1.2 0.6 0.9
O -16.3319 -3.7110 2.1318 -0.2 2.2 0.5
O -5.3658 -2.2484 4.2935 2.9 -0.5 4.5
O -11.8752 -7.6145 -1.8258 -2.7 -1.0 0.0
O -8.6398 -1.9125 -5.3731 -0.6 1.4 -0.4
O -18.3588 -4.6312 -1.5854 -1.6 -1.0 -0.4
O -14.5586 -3.5455 -6.5622 0.9 -1.0 0.4
O -18.1988 -9.4120 2.9603 0.7 1.0 0.9
O -11.3265 -3.4095 0.0342 1.3 0.6 1.0
O -15.7145 -11.7073 1.7013 1.9 2.3 -2.6
O -15.0367 -5.2259 -2.1551 1.0 5.9 2.2
O -17.6197 -6.0146 -8.7866 -0.7 -0.3 0.1
O -4.9964 -8.1554 3.5514 -2.4 0.7 0.3
O -6.8039 -2.5737 -0.2997 0.5 0.7 0.7
N -15.6581 -5.5776 3.1694 -0.4 -0.3 2.4
N -12.6273 -5.6533 3.1644 -0.7 0.0 -1.2
N -10.1249 -6.2953 -1.7414 0.9 9.1 1.1
N -14.1114 -2.1867 3.7977 -2.1 -3.6 -2.9
N -15.6623 -5.4899 0.9934 0.7 -1.9 -3.2
N -8.0863 -8.2013 1.4722 -3.2 -0.1 0.0
N -10.2644 -3.7810 2.8757 -0.3 -9.0 -2.8
N -13.1646 -8.8543 -6.4262 0.4 0.5 1.0
N -4.5913 -0.6454 -2.6346 -0.1 -1.1 0.1
N -5.8843 -6.5147 -3.5554 1.6 -1.3 -2.1
N -6.2000 -3.2789 2.5941 -0.5 -2.9 -2.1
N -11.2170 -5.1297 5.6732 1.2 0.3 1.1
N -15.5408 -1.6364 -6.0067 -2.1 1.4 2.8
N -16.6003 -6.5412 -3.0862 -0.7 0.9 -0.1
N -9.7333 -8.2022 -2.0272 2.7 -8.4 -1.4
N -16.4029 -2.7443 -3.0850 -0.1 -0.5 -0.4
N -12.4689 -3.9447 -1.7984 0.6 0.7 -2.1
N -12.9783 -4.9614 0.0710 -0.1 -0.2 1.0
N -13.9350 -1.4715 -0.2765 -0.9 -3.0 -3.0
N -16.6737 -8.1964 0.9250 -0.4 -0.3 0.3
N -14.5671 0.0273 1.2161 -1.4 1.3 1.0
N -14.2433 -1.6493 -7.6866 2.5 1.9 -3.4
N -12.6573 -10.0770 0.1906 -0.4 -0.8 0.0
N -10.8337 1.2251 2.4354 -0.2 -0.7 0.3
N -12.8175 -1.2384 5.1635 2.7 0.3 2.5
N -17.0581 -4.5696 -5.4438 0.8 0.1 0.1
N -14.6158 -7.3062 -2.4772 1.4 -3.0 0.2
N -11.1560 -1.4494 -2.6204 0.4 1.1 1.2
N -13.6875 0.0293 -3.3944 1.7 0.3 0.4
N -6.8166 -1.1640 3.1208 -1.9 2.0 -1.7
N -10.5247 -1.7792 2.5041 -1.6 5.9 -3.8
N -6.2247 -5.0378 -1.9902 -0.5 0.1 1.3
C -18.1125 -8.4365 0.7230 0.6 0.0 -0.4
C -12.3007 -8.6542 -5.2460 0.3 -1.9 1.7
C -17.6733 -3.5459 -1.0244 0.9 0.9 -0.9
C -18.2793 -8.7745 -0.7531 -1.4 0.0 -0.4
C -15.9115 -4.8438 2.0897 -0.5 1.0 0.3
C -14.7168 -8.8465 4.7367 0.8 0.1 0.3
C -16.8838 -5.9358 -7.5645 0.9 1.8 -1.4
C -10.5590 -1.9933 -3.7870 1.4 1.2 -1.7
C -10.1892 2.0207 1.4296 0.7 0.0 0.6
C -6.1183 -2.2550 3.3910 -0.3 2.3 -0.1
C -6.7852 -7.7934 1.7464 2.6 -0.2 -0.3
C -13.8976 -2.5722 8.9273 -0.1 0.3 -0.7
C -10.1738 -2.6421 3.3608 -0.2 1.3 -1.3
C -17.3776 -2.4091 -2.0634 -0.5 0.5 -0.5
C -15.6465 1.1635 -2.7624 -2.2 0.9 0.1
C -13.4311 2.1817 -2.0946 -0.6 1.5 -0.4
C -12.3647 -6.9464 2.4895 -0.6 0.3 1.1
C -12.1656 -9.9964 -4.3877 0.3 0.8 -2.1
C -14.0908 -10.3782 0.3865 0.1 -0.7 -0.2
C -14.2702 -11.4777 1.4801 -1.6 0.9 -0.4
C -12.4858 -4.5871 6.1262 -0.4 -1.6 0.2
C -10.9838 -8.0134 -5.6771 -0.4 -0.8 0.0
C -18.6730 -4.0600 -7.1862 0.3 -0.9 -0.5
C -4.4380 -0.6219 -0.2485 -0.9 -0.7 1.0
C -12.3805 -3.7324 7.3768 -1.3 0.3 0.3
C -14.6259 -10.7911 -1.0330 0.1 0.1 1.1
C -14.2011 1.3613 -3.1124 -1.4 -0.8 0.0
C -13.5391 -0.5809 0.5787 -5.3 1.2 0.9
C -4.9878 -1.4243 -1.4388 0.2 1.8 0.9
C -9.3115 1.1678 0.4984 -2.6 -0.3 0.1
C -15.4107 -6.2754 -2.5215 -1.2 -4.3 -1.9
C -9.2797 -1.1900 -4.2819 0.3 -2.4 0.1
C -6.4382 -6.2942 -2.3850 -2.1 -0.1 1.3
C -8.2708 -3.2642 -5.2719 0.3 0.2 0.5
C -14.7013 -2.3426 -6.7101 -1.1 -2.6 0.4
C -12.7569 -8.0931 3.4580 0.9 0.8 -0.2
C -3.9489 -8.5701 2.7611 1.1 -0.2 -0.1
C -9.5470 2.1046 -1.7386 1.1 -0.7 -0.2
C -6.2998 -8.5231 3.0325 0.2 0.3 -0.2
C -10.9242 -6.9356 1.9806 0.3 -0.9 0.4
C -19.1192 -5.3708 -0.6182 -0.3 0.9 -0.1
C -13.3563 -5.8029 6.4301 -1.1 -0.1 -0.1
C -8.1846 -2.7984 -0.1491 -0.6 1.0 0.1
C -11.6121 -2.0363 -4.8579 -0.3 0.5 -0.4
C -12.2194 -4.0346 -0.5136 -0.6 -1.4 1.0
C -9.2962 2.9511 2.2481 0.5 0.5 -1.6
C -18.7620 -8.2437 3.6406 0.2 -1.4 -0.4
C -13.8938 -1.0947 4.4500 -0.6 3.1 -0.3
C -17.7458 -5.1545 -6.5604 -2.0 -0.6 0.1
C -6.5036 -1.6042 -1.3522 -0.5 -2.7 0.4
C -10.6860 -7.4071 -1.8896 -2.3 0.8 0.6
C -13.5304 4.5443 -1.5019 0.6 0.9 0.3
C -18.5839 -9.5762 1.6112 -0.5 0.0 0.3
C -17.0525 -6.6483 -9.9210 0.6 -0.2 1.3
C -6.6904 -6.2603 1.7930 0.7 -0.8 0.7
C -11.3056 -5.7555 -5.1567 -1.1 0.5 0.3
C -15.9598 -12.5743 2.7174 1.0 -1.4 -0.1
C -18.6571 -1.8083 -2.7572 1.6 -2.0 0.7
H -19.8401 -8.2890 3.4870 -0.1 0.3 0.2
H -15.3852 -13.4599 2.4461 0.0 -0.8 0.6
H -10.8258 -3.8579 2.0396 0.2 -0.6 -0.1
H -14.8424 -1.3791 -0.7103 0.1 -0.5 0.2
H -4.0278 -8.2418 1.7247 -0.2 -0.3 -0.3
H -5.1652 0.1386 0.0358 0.5 1.0 -0.6
H -15.7303 -3.3863 -2.6906 0.4 0.0 0.1
H -19.9323 -4.7524 -0.2380 -0.2 0.3 -0.1
H -10.0908 -9.1468 -2.0320 1.2 -0.5 -0.1
H -8.5201 -1.1224 -3.5030 -0.1 -0.1 0.6
H -15.5641 -11.3459 -1.0396 0.1 -0.2 0.4
H -13.3451 -4.2837 -2.1691 0.3 -0.1 -0.5
H -12.7454 4.8390 -2.1983 -0.1 0.1 -0.6
H -9.8686 3.6422 2.8668 0.1 0.0 0.0
H -9.8959 0.3638 0.0510 -0.6 -0.3 0.1
H -12.7871 -7.9878 -4.5336 -0.2 0.3 -0.3
H -12.7992 -4.0763 5.2158 -0.8 0.6 0.7
H -8.7315 -1.8581 -0.0790 -0.1 0.4 -0.7
H -8.6853 -7.4441 1.7688 -0.5 -0.3 0.5
H -11.8454 -6.1491 -4.2955 -0.1 0.0 0.2
H -15.5023 -12.1586 3.6151 -0.8 -0.3 0.8
H -16.8058 -7.6782 -9.6632 -0.1 -0.4 -0.2
H -15.7680 -9.0774 4.5638 -0.3 1.0 0.1
H -8.4847 -3.1591 0.8347 0.5 -1.0 0.0
H -6.3808 -9.6031 2.9099 0.4 -0.2 -0.5
H -13.5703 -5.6213 3.5248 -0.3 -0.2 -0.5
H -8.6701 0.6290 1.1958 1.3 0.4 -0.5
H -5.0910 -5.9076 -3.7047 0.0 -0.5 -0.6
H -12.6340 -0.5417 5.8714 0.5 -0.4 -0.3
H -8.3689 -3.6773 -4.2681 -0.3 -0.1 0.2
H -18.5679 -7.5177 1.0924 -0.5 0.0 -0.6
H -14.5931 -0.7023 -7.7177 0.8 -0.3 -1.0
H -17.5903 -9.5670 -1.0452 0.3 0.2 0.0
H -10.8874 -1.9844 1.5840 0.0 0.1 0.1
H -16.3468 -3.9857 -5.8601 0.3 0.3 -0.1
H -17.7614 -6.6295 -10.7488 0.1 0.2 0.2
H -7.1650 -0.7417 -1.2699 0.5 0.6 0.4
H -7.0338 -5.9397 2.7765 -0.4 0.0 0.1
H -18.5587 -5.6264 0.2810 0.5 -0.2 -0.3
H -18.4049 -5.9310 -6.1721 -0.4 0.1 0.3
H -6.9011 -2.1757 -2.1909 0.3 0.4 -1.1
H -19.2551 -9.1813 -1.0185 -0.4 -0.3 0.5
H -15.6833 -5.0440 0.0874 -0.2 0.0 0.4
H -14.2005 -0.4550 -4.1172 -0.2 0.2 -0.1
H -11.6413 -10.7695 -4.9493 0.3 0.0 -0.3
H -7.1066 -8.3643 3.7480 0.5 0.6 0.7
H -10.6550 -6.2697 1.1606 -0.7 0.6 0.1
H -8.5731 2.3827 2.8330 -0.4 -0.2 0.2
H -13.7549 -3.1418 9.8456 0.7 -0.5 -0.2
H -12.4921 2.4391 -2.5846 0.3 0.2 0.2
H -11.3190 1.9277 2.9746 -0.3 -0.4 0.6
H -10.9965 2.5085 0.8832 0.4 0.7 -0.6
H -8.6858 3.4777 1.5144 0.0 0.7 0.2
H -15.4633 -6.5675 3.1235 0.3 0.2 0.3
H -9.4353 -0.1510 -4.5725 -0.5 -0.2 -0.5
H -18.3571 -7.2749 3.3481 0.1 0.0 -0.5
H -10.4143 -0.8224 2.8081 -0.4 0.3 -0.3
H -13.4713 -2.9644 3.8717 -0.4 0.2 -0.3
H -14.1992 1.9370 -4.0380 0.2 0.1 -0.1
H -11.5873 -3.0062 7.1990 -0.5 1.0 0.1
H -13.0424 -7.1663 1.6646 -0.2 0.8 -0.4
H -3.8033 -9.6432 2.8852 0.0 -0.3 -0.6
H -13.0177 -7.9458 -6.8424 -0.6 0.3 -0.8
H -8.5792 -3.3929 -0.9731 -0.3 -0.2 0.0
H -13.1755 -10.4038 -4.3398 0.0 0.2 0.9
H -14.3533 -9.8706 4.8205 1.0 0.0 -0.5
H -11.7138 -3.4440 -2.2449 -0.9 0.5 -0.7
H -19.2012 -3.4056 -6.4928 0.4 -0.4 0.6
H -11.7164 -0.6542 -2.8921 -0.8 0.0 -0.4
H -12.1561 -7.9547 4.3570 -0.3 -0.1 0.5
H -15.6567 -0.6503 -6.1917 -0.3 -0.4 0.5
H -18.3299 -1.0941 -3.5128 -0.3 0.6 0.6
H -4.6347 -1.2469 -3.4448 -0.1 0.1 -0.3
H -19.5903 -6.2370 -1.0828 0.4 0.0 -0.1
H -12.3569 -2.1313 5.0609 0.6 0.8 0.9
H -10.5679 -8.6527 -6.4557 0.0 0.3 -0.5
H -13.2359 1.7169 -1.1282 -0.1 -0.2 0.1
H -16.1915 2.0913 -2.5882 0.1 0.3 -0.1
H -12.9851 4.5196 -0.5584 -0.1 -0.8 0.5
H -7.4356 -1.1854 2.3230 -0.3 0.2 0.4
H -5.2482 0.1063 -2.7879 -0.1 0.2 0.0
H -12.3587 -8.9906 2.9848 -0.9 -0.8 0.1
H -3.3950 -0.3558 -0.4202 -0.4 0.6 -0.1
H -10.2606 -6.7116 2.8158 0.1 0.1 0.2
H -14.9340 -2.3273 3.2288 0.1 0.1 -0.2
H -19.4529 -4.5782 -7.7442 0.2 0.2 -0.4
H -14.4299 -9.4177 0.7746 -1.1 -0.4 0.1
H -13.9750 -6.1423 5.5993 0.2 0.1 -0.2
H -12.5468 -2.3451 -4.3899 0.0 -0.8 -0.3
H -10.9441 -5.8413 6.3360 0.1 -0.5 0.1
H -16.4766 -5.2518 -4.9785 0.0 -0.4 0.2
H -17.0106 -12.8611 2.6748 0.0 0.4 0.7
H -9.8443 1.1412 -2.1527 -0.2 -0.2 -0.1
H -6.0436 -4.1062 3.1520 0.0 -0.3 -0.9
H -16.8748 -3.3226 -3.7654 -0.2 -0.3 -0.5
H -16.7329 -4.0359 -0.7721 0.2 1.2 0.7
H -3.0279 -8.1089 3.1174 -0.1 0.1 0.3
H -10.5792 -7.8930 1.5901 -0.4 -0.4 0.2
H -7.2075 -3.3417 -5.4990 0.1 0.0 -0.2
H -10.2053 -8.0387 -4.9147 -0.1 0.6 0.4
H -13.1911 -1.9568 -0.7573 -0.2 0.1 -0.4
H -12.6800 -9.4994 -7.0338 0.0 -0.3 -0.2
H -16.1907 -9.0177 0.5898 0.2 -0.1 -0.2
H -12.0769 -5.5452 4.0044 0.9 -0.3 -0.2
H -5.6646 -5.8931 1.7603 0.0 0.1 -0.5
H -15.8716 -6.4774 1.0288 0.2 -0.4 -0.7
H -13.7148 -12.3886 1.2564 -0.3 -0.4 -0.4
H -11.8856 -1.0344 -5.1888 0.4 0.2 -0.2
H -15.5449 -0.0853 0.9897 0.4 -0.5 0.0
H -12.0496 -4.2630 8.2696 0.2 -0.7 -0.2
H -13.7267 -7.2598 -2.0003 0.4 -0.1 -0.3
H -13.8303 -11.1277 2.4140 0.0 0.3 0.3
H -14.9211 -2.2189 9.0534 -0.2 -0.2 -0.7
H -5.7882 -7.4732 -3.8588 0.0 0.1 0.0
H -6.7301 -4.8139 -1.1449 0.6 0.9 -0.1
H -4.4537 -2.3716 -1.3637 -0.3 -0.3 -0.7
H -4.4647 -1.1468 0.7064 0.2 -0.8 -0.1
H -12.8931 -5.0446 1.0739 -0.5 -0.1 0.2
H -12.2708 -9.9528 1.1154 0.4 0.3 0.0
H -10.2221 -3.0223 -3.6608 0.1 -0.2 0.5
H -16.0992 -6.1793 -10.1648 0.0 0.3 -0.4
H -18.5110 -8.3479 4.6962 -0.2 -0.3 -0.1
H -15.9752 -2.1151 -5.2307 -0.2 0.7 0.4
H -6.3314 -8.2476 0.8655 1.5 0.5 0.1
H -17.2252 -5.7632 -2.9305 -1.0 -0.4 -0.3
H -14.0695 -5.6056 7.2304 0.2 0.1 0.1
H -5.6831 -4.4095 -2.5663 -0.4 0.2 0.7
H -15.9696 0.5497 -1.9216 0.9 -0.3 0.5
H -13.7200 -5.3608 -0.4862 0.1 -0.1 0.5
H -15.8760 -5.0946 4.0292 -0.1 -0.5 0.1
H -11.2622 -2.6156 -5.7123 -0.5 -0.1 0.0
H -18.1094 -3.3983 -7.8440 0.0 -0.1 -0.2
H -14.2464 5.3555 -1.3695 0.0 0.0 -0.3
H -6.9791 -0.4776 3.8436 0.2 -0.3 -0.2
H -8.8281 -3.8717 -5.9850 -0.1 -0.1 0.1
H -7.3460 -5.8491 1.0255 0.3 0.2 -0.1
H -13.2975 -1.6623 8.9174 0.3 -0.1 0.2
H -10.7086 -5.4970 -1.5360 0.3 0.2 -0.2
H -19.2910 -1.5404 -1.9120 -0.4 0.7 -0.7
H -19.6663 -9.6969 1.6556 -0.4 0.2 -0.7
H -6.7657 -3.2446 1.7580 0.1 -0.5 0.4
H -14.4250 -8.3212 5.6461 -0.8 -0.4 0.6
H -9.9754 -4.6211 3.3561 -0.3 0.4 0.1
H -13.8072 -0.5206 -2.5557 0.0 -0.3 0.1
H -10.3746 -5.3416 -4.7693 0.8 -0.7 -0.4
H -10.4591 -0.9474 -2.0889 0.5 -0.5 0.8
H -16.1649 0.6747 -3.5872 0.1 0.0 -0.3
H -14.9456 -8.1904 -2.8371 0.4 0.1 0.2
H -13.6967 -2.1307 -8.3864 -0.1 0.6 -0.1
H -19.0744 -2.6256 -3.3455 -0.5 -0.1 0.2
H -8.7664 -7.9106 -2.0124 0.1 -0.7 0.0
H -14.4347 0.5493 2.0706 0.4 -0.1 0.0
H -10.4268 2.7481 -1.7432 0.1 0.2 0.7
H -10.5523 -4.3974 5.8778 0.8 0.4 -0.7
H -11.8373 -4.8624 -5.4852 -0.3 -0.2 -0.4
H -12.7248 -6.6480 6.7042 0.0 0.0 0.2
H -8.2303 -8.1453 0.4741 0.0 -0.4 -0.3
H -14.8023 -9.9451 -1.6973 0.4 0.2 0.2
H -9.1249 -6.1954 -1.8413 -0.3 0.3 0.3
H -13.8103 -11.4004 -1.4225 -0.2 -0.1 -0.3
H -8.7564 2.5023 -2.3749 -0.5 0.3 -0.5
H -15.9880 -5.3386 -7.7348 0.3 0.5 -0.3
H -16.5871 -8.2780 1.9280 0.5 0.0 0.6
H -16.8824 -1.5537 -1.6041 -0.3 0.0 1.1
H -18.2266 -3.1090 -0.1930 0.2 -0.2 0.3
H -18.2606 -7.9321 -1.4446 0.8 0.2 0.3
H -16.8609 -7.4889 -3.3187 -0.3 0.5 0.2
H -16.4050 -6.8575 -7.2340 -0.9 -0.7 0.3
H -18.1660 -10.5106 1.2366 0.2 -0.1 0.3
H -11.5839 -9.8623 -3.4758 -0.7 0.1 0.2
H -11.5363 0.6748 1.9625 -0.4 -0.2 0.2
H -12.7222 -9.1771 -0.2635 1.0 0.4 -0.2
```
Positions in Å, forces in eV/Å.

***

Molecular formula: C13H52O13
Method: DFT, ωB97M-V with the def2-TZVPD basis set

Calculated values
* HOMO energy (alpha / beta): -12.2 / -12.1 eV
* multiplicity: 2
* lowest unoccupied orbital energy (alpha / beta): -2.50 / -9.67 eV
* total charge: +1
* energy above the lowest of the compared OMol25 structures with the same formula, charge and spin: 93.7 kJ/mol

The geometry in XYZ format:
```
78
Properties=species:S:1:pos:R:3:forces:R:3
O 0.3252 -4.2819 -1.9127 -0.9 0.2 -0.7
O -1.5404 -3.6151 2.6492 0.1 -0.2 0.0
O 3.1245 3.2310 -1.6150 -1.4 0.1 0.1
O 2.0549 1.0264 2.7553 -0.4 0.4 -0.8
O -1.5956 -0.6587 3.5478 0.7 -0.7 -0.3
O -0.3517 -0.1149 -5.7195 -0.5 0.0 -0.5
O -5.5364 -1.2429 -2.0504 0.8 0.1 0.8
O 4.9677 0.0166 -0.2988 -0.7 -1.5 0.1
O -0.6214 0.2130 -0.8467 -0.6 2.2 0.4
O 2.6230 -1.5966 2.7537 0.3 -1.1 -0.5
O -2.1528 2.5315 -1.2759 -0.5 1.6 2.1
O -1.3622 -2.1293 -2.1380 0.2 0.7 0.6
O 1.1128 5.5803 2.4872 -0.2 -0.8 -0.4
C -2.8337 -0.1276 3.1499 -0.2 0.6 0.2
C -1.7836 -3.4390 1.2928 0.1 -0.1 -1.5
C 2.5008 1.3784 4.0400 0.8 0.0 1.4
C -2.0775 3.3504 -0.0531 -0.9 0.5 -1.7
C 1.7711 3.6046 -1.9957 1.0 0.2 0.2
C -1.8801 -2.3419 -3.4241 -0.3 0.2 -1.3
C 3.9272 -0.9668 -0.6471 0.6 1.6 -0.5
C 1.6981 -2.2698 3.5907 0.4 0.5 0.5
C -4.4601 -1.1885 -1.0817 -1.1 0.4 -0.4
C -0.5075 0.7188 -4.6049 0.4 -0.3 0.9
C 1.4248 -3.6497 -1.3296 1.4 -0.9 1.1
C 0.1234 0.1636 0.3415 1.2 -0.4 -0.3
C 1.1755 4.7815 1.2914 -0.2 1.5 0.2
H 0.8372 0.9865 0.3793 -0.1 0.2 -0.3
H 2.1846 4.8870 0.8931 0.0 -0.7 -0.2
H 1.4228 -2.5679 -1.4634 -0.2 -0.2 -0.2
H -1.5576 0.7976 -4.3233 -0.1 0.0 -0.4
H 0.7460 -2.4652 3.0975 -0.1 0.1 0.1
H -4.1930 -2.1682 -0.6855 0.1 0.0 -0.2
H -3.5940 -0.6446 -1.4587 0.2 -0.3 -0.3
H -1.5965 1.7773 -1.0676 1.0 -1.7 -0.3
H 3.7322 3.8573 -2.0150 0.1 0.1 -0.1
H -5.3409 -1.8993 -2.7231 0.1 -0.1 0.0
H -0.0985 1.7247 -4.7005 0.0 0.1 -0.4
H 2.5529 1.5798 2.1492 0.0 -0.1 -0.2
H -3.6267 -0.2537 3.8870 0.0 -0.4 0.0
H 3.1840 0.6308 4.4428 0.1 -0.2 -0.2
H 1.6052 -1.6509 4.4832 -0.7 0.0 0.3
H -2.5618 -3.1907 -3.4782 -0.3 0.1 0.3
H -2.8024 -3.1458 1.0397 -0.2 0.3 0.2
H 4.3402 -1.9637 -0.8016 0.3 0.3 0.4
H 3.5448 -0.6343 -1.6121 -0.3 -0.2 -0.2
H 1.6765 1.4343 4.7510 -0.2 0.2 -0.3
H -0.9175 -0.6603 -1.1138 -0.5 -1.3 -0.8
H 1.0682 2.9278 -1.5099 0.2 -0.4 -0.3
H 4.5476 0.7997 0.0645 -0.1 0.0 -0.1
H 2.3534 -4.0869 -1.6966 0.2 0.4 -0.5
H 0.8124 3.7627 1.4263 0.4 0.0 0.4
H 2.0942 -3.2139 3.9645 0.2 0.0 -0.4
H 0.4410 -5.2328 -1.8501 -0.1 0.0 0.0
H -2.3410 2.8300 0.8677 0.2 -0.6 -0.1
H 2.3518 -0.6795 2.6708 -0.1 0.2 0.0
H 1.0310 6.4695 2.1349 0.1 0.3 0.5
H -0.8111 -2.8861 -1.9257 0.2 -0.7 0.1
H -1.0867 -2.7506 0.8148 0.1 0.7 0.1
H 1.6710 3.6137 -3.0810 -0.2 -0.3 0.0
H -2.7695 0.9515 3.0097 0.1 0.2 -0.3
H -3.0950 -0.6089 2.2075 -0.1 0.0 0.1
H 0.5531 -0.4230 -5.8087 0.1 0.2 0.1
H 1.4793 4.5893 -1.6306 0.3 0.3 0.0
H 0.6933 -0.7635 0.2807 0.1 -0.1 0.7
H -1.1858 -0.2177 4.2956 -0.3 0.2 0.1
H -1.0666 3.7549 -0.0022 0.5 -0.2 0.1
H -0.4374 0.2290 1.2739 -0.6 -0.3 0.1
H 3.1046 -0.9988 0.0673 0.2 -0.1 0.3
H -2.3442 -1.4195 -3.7733 -0.4 -0.1 0.3
H -1.5993 -4.3145 0.6702 0.0 -0.7 0.6
H -4.8359 -0.5753 -0.2627 -0.2 -0.1 0.1
H 3.0702 2.3077 4.0248 -0.3 0.2 0.1
H -1.4222 -2.7277 2.9959 -0.1 0.2 0.5
H -1.1422 -2.5468 -4.1997 0.6 0.0 0.3
H 0.4972 5.2634 0.5874 -0.1 -0.2 -0.5
H -2.7513 4.1974 -0.1821 0.0 -0.3 -0.1
H -0.0103 0.2716 -3.7441 0.1 0.0 0.3
H 1.4669 -3.9263 -0.2761 -0.1 0.6 0.4
```
Positions in Å, forces in eV/Å.

***

no.,energy (eV)
1,-155660.903
2,-40925.726